{
  "formula": "C3ClF3",
  "method": "wB97M-V/def2-TZVPD",
  "relative_energy_kj_mol": 455.2,
  "e_tot_ev": -23778.113,
  "orbital_gap_ev": 8.2943,
  "elements": ["C", "C", "C", "F", "F", "F", "Cl"],
  "xyz": [[-1.20558, 0.49283, 0.82344], [1.43577, -0.64011, -0.32179], [0.08715, 0.28260, -0.12523], [-2.23839, -0.01674, 0.17579], [0.73539, 1.45142, 0.20044], [-0.28647, 0.29738, -1.45530], [1.47213, -1.86738, 0.70265]]
}

{
  "formula": "C3ClF3",
  "method": "wB97M-V/def2-TZVPD",
  "relative_energy_kj_mol": 504.1,
  "e_tot_ev": -23777.606,
  "orbital_gap_ev": [7.5647, 7.5701],
  "elements": ["C", "C", "C", "F", "F", "F", "Cl"],
  "xyz": [[-1.19581, 0.37832, 1.10456], [1.25417, 0.04496, -1.01535], [0.09340, -0.24896, 0.13071], [-0.95691, 1.53896, 1.53949], [-0.65325, -1.26615, -0.33644], [0.70026, -0.73140, 1.16024], [0.75814, 0.28427, -2.58321]]
}

{
  "formula": "C3F6I2",
  "method": "wB97M-V/def2-TZVPD",
  "relative_energy_kj_mol": 0.0,
  "e_tot_ev": -35613.331,
  "orbital_gap_ev": [9.0469, 7.3755],
  "elements": ["C", "C", "C", "F", "F", "F", "F", "F", "F", "I", "I"],
  "xyz": [[-0.47828, 0.48531, 0.54526], [-1.39028, -0.43987, -0.22517], [3.12050, 0.04001, -0.08636], [-0.16409, 0.05983, 1.77676], [-0.84188, 1.76736, 0.57218], [-0.89359, -1.67911, -0.21106], [-2.64731, -0.51514, 0.25309], [-1.49150, -0.05747, -1.50003], [2.27075, 0.33996, -1.05264], [3.32227, -1.99444, 0.27983], [4.72886, 1.34564, 0.07796]]
}

{
  "formula": "C3F9KO9S3",
  "method": "wB97M-V/def2-TZVPD",
  "relative_energy_kj_mol": 398.9,
  "total_charge": -2,
  "e_tot_ev": -94829.009,
  "orbital_gap_ev": 6.0123,
  "elements": ["K", "C", "F", "F", "F", "S", "O", "O", "O", "C", "F", "F", "F", "S", "O", "O", "O", "C", "F", "F", "F", "S", "O", "O", "O"],
  "xyz": [[2.82102, 1.17801, -0.53217], [-3.45252, 4.48910, -2.96879], [-3.41264, 3.17304, -3.39284], [-4.48911, 4.99956, -3.65919], [-3.59490, 4.51585, -1.62489], [-1.77809, 5.23817, -3.48822], [-1.97052, 6.63498, -3.06077], [-0.73277, 4.55835, -2.68436], [-1.50848, 5.10594, -4.89649], [2.70360, 0.61341, 7.30077], [2.19960, 0.19516, 8.52002], [3.32469, 1.79248, 7.45566], [3.52436, -0.21728, 6.87898], [1.26670, 0.71408, 6.06389], [0.09731, -0.03045, 6.58246], [1.01224, 2.16166, 6.02005], [1.78077, 0.13219, 4.77714], [-0.13911, -6.40266, -2.99638], [-0.66738, -7.14746, -3.99958], [-1.10484, -6.02773, -2.13095], [0.66818, -7.18773, -2.16349], [0.72915, -4.86845, -3.85723], [1.37368, -4.03959, -2.82210], [1.68773, -5.47396, -4.79067], [-0.33874, -4.10677, -4.53081]]
}

{
  "formula": "C3H",
  "method": "wB97M-V/def2-TZVPD",
  "total_charge": -1,
  "e_tot_ev": -3121.857,
  "orbital_gap_ev": 7.3606,
  "elements": ["C", "C", "C", "H"],
  "xyz": [[-0.77044, 0.27898, 0.22533], [0.48241, 0.35280, -0.26759], [1.61997, -0.03955, 0.20510], [-1.33193, -0.59222, -0.16284]]
}

{
  "formula": "C3H10",
  "method": "wB97M-V/def2-TZVPD",
  "relative_energy_kj_mol": 0.0,
  "total_charge": -1,
  "e_tot_ev": -3271.508,
  "multiplicity": 2,
  "orbital_gap_ev": [2.4971, 12.5670],
  "elements": ["C", "H", "H", "H", "H", "C", "C", "H", "H", "H", "H", "H", "H"],
  "xyz": [[-3.72261, 1.09528, -0.21284], [-2.70673, 1.29754, 0.14526], [-3.69609, 0.23207, -0.89100], [-4.19481, 1.99286, -0.61275], [-4.27277, 0.68212, 0.64586], [2.74651, -0.84873, 0.69076], [1.87391, -0.46061, -0.48023], [2.34815, -0.54100, 1.65734], [3.77532, -0.48061, 0.63946], [2.83592, -1.92770, 0.78100], [1.81321, 0.62843, -0.59309], [2.32464, -0.79331, -1.41967], [0.87535, -0.87635, -0.35010]]
}